ORCA calculation (ωB97M-V/def2-TZVPD) on a cluster of 9 separate species, BH20O8 in total in a non-equilibrium geometry.

Each atom is followed by the atoms it is bonded to, with distances in Å.
Positions of all 29 atoms, in Å:
1 B 4.203 27.595 -26.895  H2 1.249, H3 1.235, H4 1.231, H5 1.213
2 H 4.722 28.705 -26.652  B1 1.249
3 H 2.982 27.622 -27.077  B1 1.235
4 H 4.674 27.201 -27.962  B1 1.231
5 H 4.462 26.888 -25.944  B1 1.213
6 O 7.422 26.568 -26.276  H7 0.965, H8 0.990
7 H 6.593 27.027 -26.460  O6 0.965
8 H 7.534 25.743 -26.812  O6 0.990
9 O 4.887 27.569 -23.149  H10 0.943, H11 0.975
10 H 4.477 26.721 -23.197  O9 0.943
11 H 4.892 27.876 -24.074  O9 0.975
12 O 1.854 25.252 -26.042  H13 0.962, H14 0.941
13 H 1.143 25.174 -26.685  O12 0.962
14 H 2.352 25.986 -26.355  O12 0.941
15 O 2.542 24.961 -29.057  H16 0.970, H17 0.935
16 H 1.598 25.182 -29.089  O15 0.970
17 H 2.960 25.792 -28.961  O15 0.935
18 O 2.371 29.195 -24.393  H19 0.969, H20 0.988
19 H 2.132 28.285 -24.160  O18 0.969
20 H 3.001 28.997 -25.128  O18 0.988
21 O 6.227 25.155 -24.245  H22 0.975, H23 0.928
22 H 6.834 25.726 -24.751  O21 0.975
23 H 5.397 25.259 -24.647  O21 0.928
24 O 5.615 24.525 -27.202  H25 0.938, H26 0.936
25 H 5.296 25.355 -27.501  O24 0.938
26 H 5.081 24.200 -26.505  O24 0.936
27 O 3.897 23.814 -25.230  H28 0.962, H29 0.985
28 H 3.468 23.011 -24.919  O27 0.962
29 H 3.207 24.479 -25.457  O27 0.985

F_max: 2.80 eV Å⁻¹
Net charge: -1
2S+1: 1
E_HOMO: -6.694 eV
M: 158.96 g/mol
Kohn-Sham gap: 9.40 eV